Entry 1:
The following is a quantum chemistry calculation of the ion C15H13F3N5O8S2 with charge -1 at a distorted geometry, from the Open Molecules 2025 dataset.

Structure (ORCA input):
```
! wB97M-V def2-TZVPD RIJCOSX def2/J DEFGRID3
* xyz -1 1
C -2.7133 -8.0417 -1.8933
C -1.9627 -7.4419 -0.7386
N -2.3551 -6.0003 -0.5274
C -1.6150 -5.0655 -1.2489
O -0.6281 -5.4055 -1.8953
C -2.0786 -3.6321 -1.2524
C -1.0104 -2.7281 -0.7170
C -1.3892 -1.2190 -0.8487
S -1.5737 -0.5922 -2.5022
O -2.7908 0.1652 -2.6408
O -1.2129 -1.6501 -3.4214
C -0.1702 0.6433 -2.6249
F -0.1596 1.1760 -3.8597
F -0.3311 1.6308 -1.7155
F 1.0098 0.0233 -2.3982
C -1.6585 -0.4397 0.2376
C -1.4914 -0.9055 1.5796
N -2.2099 -0.2237 2.6168
O -2.1937 -0.6369 3.7933
O -2.8614 0.7953 2.2762
C -0.7663 -2.1298 1.7774
N -0.1113 -2.5815 2.9128
O 0.5221 -3.7185 2.5017
N 0.2397 -4.0162 1.1030
O 0.7464 -4.9993 0.5957
C -0.5905 -2.9882 0.7011
C -3.4011 -3.4194 -0.5328
O -3.8383 -2.3058 -0.2487
N -4.1755 -4.5504 -0.2863
C -5.6218 -4.3523 0.0917
C -6.5021 -4.9301 -0.9804
C -3.6461 -5.8050 -0.0561
S -4.5349 -7.0258 0.6546
H -2.3041 -9.0344 -2.0979
H -3.7799 -8.1531 -1.6640
H -2.6097 -7.4267 -2.7943
H -2.2528 -7.9172 0.2016
H -0.8838 -7.4510 -0.8866
H -2.2569 -3.3666 -2.3085
H -0.0920 -2.8900 -1.3198
H -2.0810 0.5601 0.1087
H -5.7521 -4.9240 1.0162
H -5.7729 -3.2868 0.2517
H -7.5125 -4.5194 -0.8763
H -6.1227 -4.6823 -1.9781
H -6.5528 -6.0217 -0.8843
*
```

Largest force on an atom, hartree/bohr: 0.06867
Highest occupied orbital energy, eV: -4.79
Frontier orbital gap, Eh: 0.2460

***

Entry 2:
The following is a quantum chemistry calculation of a structure of composition C17H31CoF5P2 at a distorted geometry, from the Open Molecules 2025 dataset.

Structure (ORCA input):
```
! wB97M-V def2-TZVPD RIJCOSX def2/J DEFGRID3
* xyz 0 4
P -0.4007 1.5429 -1.7827
P 2.2772 0.7530 -0.8260
C 0.7858 1.0460 -3.1639
C 1.7862 0.1039 -2.5321
H 1.2721 1.9472 -3.5563
H 0.2128 0.5808 -3.9699
H 1.3656 -0.8956 -2.3836
H 2.6906 -0.0128 -3.1298
C 3.9199 1.4312 -1.1195
H 4.6171 0.9540 -0.4348
H 3.9386 2.5164 -0.9360
H 4.1993 1.1963 -2.1505
C 2.5761 -0.7235 0.1882
H 3.2993 -1.3778 -0.3050
H 1.6200 -1.2235 0.3996
H 3.0032 -0.3513 1.1212
C -1.5274 2.7170 -2.5464
H -2.4049 2.8373 -1.9009
H -1.8528 2.3835 -3.5378
H -1.0535 3.6951 -2.6404
C -1.4282 0.0406 -1.7033
H -0.9030 -0.7622 -1.1788
H -1.6843 -0.3007 -2.7156
H -2.3403 0.2813 -1.1493
Co 0.8169 1.8962 -0.2517
C -0.5324 -3.4478 2.3003
C -0.4107 -2.1269 2.4983
C -1.3507 -1.0420 2.0808
C -2.8015 -1.4742 1.7492
C -2.9741 -1.9093 0.3234
C -2.5020 -3.0018 -0.2912
C -1.9781 -4.2700 0.3227
C -1.7243 -4.2377 1.8478
C 0.5614 3.7843 -0.5830
H 0.3389 -4.0980 2.5135
H 0.4661 -1.7665 3.0468
H -0.9119 -0.4985 1.2223
H -1.3880 -0.2806 2.8729
H -3.1635 -2.2073 2.4840
H -3.4476 -0.5884 1.8865
H -3.5026 -1.1643 -0.2857
H -2.5374 -3.0349 -1.3888
H -1.0549 -4.5583 -0.2094
H -2.7109 -5.0800 0.1529
H -2.6513 -3.9591 2.3594
H -1.5100 -5.2752 2.1510
H -0.4534 4.0375 -0.2234
H 0.7249 4.1235 -1.6149
H 1.3102 4.2403 0.0673
F 2.6153 3.5018 1.4272
C 1.8340 2.3510 1.5466
F 2.7337 1.4076 2.0620
C 0.7935 2.5574 2.6839
F 1.3687 3.1299 3.7727
F -0.2979 3.3003 2.3699
F 0.3707 1.3120 3.0605
*
```

Largest force on an atom, hartree/bohr: 0.15441
Highest occupied orbital energy (alpha / beta), eV: -6.07 / -8.93
Frontier orbital gap (alpha / beta), Eh: 0.2427 / 0.3225
Relative energy (zero: lowest compared OMol25 entry of this formula, charge and spin), eV: 0.0000
⟨S²⟩: 3.77

***

Entry 3:
The following is a quantum chemistry calculation of the molecule C18H24N4O3S2, from the Open Molecules 2025 dataset.

Structure (ORCA input):
```
! wB97M-V def2-TZVPD RIJCOSX def2/J DEFGRID3
* xyz 0 1
C 2.8295 -3.4213 -0.4562
C 1.4944 -4.0862 -0.5309
C 1.1429 -5.1398 0.3010
C -0.1404 -5.6721 0.1658
C -0.6297 -6.7840 1.0291
N -0.9760 -5.2048 -0.7507
C -0.5517 -4.2139 -1.5148
S -1.6960 -3.6687 -2.7178
C -0.6566 -2.6471 -3.8278
C -0.5969 -1.1800 -3.4165
O -1.1097 -0.3077 -4.0778
N 0.0947 -1.0090 -2.2611
C 0.3473 0.1675 -1.5662
C 0.9416 0.0586 -0.3063
C 1.2265 1.1916 0.4288
C 0.9215 2.4358 -0.0887
S 1.3203 3.9100 0.8549
O 2.1578 4.7285 0.0279
O 1.7973 3.5070 2.1459
N -0.0865 4.7570 1.0326
C -1.1360 4.4155 1.9887
C -1.3924 2.9055 2.0102
C -0.6720 4.8850 3.3693
C -2.4094 5.1553 1.5747
C 0.3457 2.5584 -1.3386
C 0.0501 1.4302 -2.0808
N 0.6340 -3.6191 -1.4357
H 2.9110 -2.6427 -1.2099
H 2.9766 -2.9844 0.5305
H 3.6170 -4.1560 -0.6140
H 1.8338 -5.5249 1.0328
H -0.6323 -6.4721 2.0722
H 0.0275 -7.6469 0.9374
H -1.6366 -7.0590 0.7311
H -1.1276 -2.7207 -4.8069
H 0.3368 -3.0930 -3.8449
H 0.4427 -1.8749 -1.8293
H 1.1726 -0.9198 0.0885
H 1.6869 1.1350 1.4025
H -0.3990 5.1309 0.1534
H -1.6587 2.5427 1.0189
H -0.4986 2.3886 2.3469
H -2.2069 2.6777 2.6936
H 0.2779 4.4160 3.6062
H -1.4057 4.6223 4.1269
H -0.5325 5.9626 3.3666
H -2.2192 6.2237 1.5096
H -3.1918 4.9870 2.3100
H -2.7625 4.8009 0.6080
H 0.1437 3.5413 -1.7353
H -0.4055 1.5133 -3.0534
*
```

Largest force on an atom, hartree/bohr: 0.01644
Highest occupied orbital energy, eV: -8.68
Frontier orbital gap, Eh: 0.3337
Relative energy (zero: lowest compared OMol25 entry of this formula, charge and spin), eV: 0.3470

***

Entry 4:
The following is a quantum chemistry calculation of a structure of composition C45H62BrI2N3O2S2Ta at a distorted geometry, from the Open Molecules 2025 dataset.

Structure (ORCA input):
```
! wB97M-V def2-TZVPD RIJCOSX def2/J DEFGRID3
* xyz 1 1
Ta -0.0236 1.1093 1.2772
C 2.3257 4.8523 0.3611
N 2.4862 3.4162 0.1421
C 3.7463 2.9657 0.7357
C 2.4660 3.1476 -1.2810
C 2.2019 1.6922 -1.6016
N 0.8698 1.1627 -1.2387
C -0.1550 1.8410 -2.0575
C -1.5621 1.3255 -1.9373
C -2.1995 0.8088 -3.0469
C -3.5442 0.4542 -3.0082
C -4.2343 0.7490 -1.8428
C -3.6454 1.2925 -0.6975
C -2.2563 1.4818 -0.7305
O -1.4796 1.7359 0.3687
C -4.5471 1.6070 0.5034
C -4.0953 2.8786 1.2367
C -4.5353 0.3973 1.4496
C -5.9945 1.8622 0.0524
C -4.2061 -0.1741 -4.2262
C -3.4828 -1.4872 -4.5659
C -4.1033 0.8008 -5.4107
C -5.6842 -0.4985 -3.9965
C 0.8693 -0.2849 -1.5293
C 1.9150 -1.0831 -0.7828
C 2.6288 -2.0258 -1.5106
C 3.5716 -2.8426 -0.9079
C 3.8184 -2.6306 0.4457
C 3.1599 -1.6817 1.2173
C 2.1556 -0.9291 0.5862
O 1.3710 -0.0334 1.2569
C 3.5311 -1.4929 2.6925
C 3.9490 -0.0349 2.9341
C 2.3299 -1.8493 3.5835
C 4.7008 -2.3830 3.1239
C 4.2997 -3.9567 -1.6508
C 3.8345 -5.2964 -1.0562
C 5.8174 -3.8002 -1.4813
C 3.9851 -3.9547 -3.1488
H 3.0467 5.4322 -0.2305
H 2.4886 5.0827 1.4107
H 1.3151 5.1631 0.0923
H 4.6069 3.4957 0.3028
H 3.8806 1.8963 0.5754
H 3.7308 3.1503 1.8092
H 3.4281 3.4220 -1.7393
H 1.7085 3.7798 -1.7438
H 2.9505 1.0704 -1.1127
H 2.3350 1.5668 -2.6850
H 0.1368 1.7870 -3.1140
H -0.1647 2.8888 -1.7563
H -1.6249 0.6911 -3.9588
H -5.2966 0.5639 -1.8129
H -3.0810 2.8044 1.6047
H -4.7456 3.0600 2.0930
H -4.1613 3.7419 0.5702
H -3.5325 0.1874 1.8215
H -4.9018 -0.4900 0.9281
H -5.1819 0.5890 2.3088
H -6.0267 2.5585 -0.7872
H -6.5475 2.3074 0.8798
H -6.5133 0.9429 -0.2215
H -2.4258 -1.3251 -4.7828
H -3.9429 -1.9516 -5.4391
H -3.5587 -2.1838 -3.7275
H -3.0700 0.9434 -5.7294
H -4.5145 1.7743 -5.1387
H -4.6686 0.4195 -6.2623
H -5.8196 -1.1992 -3.1701
H -6.0850 -0.9643 -4.8969
H -6.2732 0.3995 -3.8015
H 1.0297 -0.4392 -2.6046
H -0.1262 -0.6649 -1.3046
H 2.4173 -2.1092 -2.5680
H 4.5620 -3.2461 0.9274
H 3.1485 0.6569 2.6810
H 4.8305 0.2134 2.3379
H 4.1996 0.1098 3.9855
H 1.5052 -1.1496 3.4447
H 2.6264 -1.8146 4.6328
H 1.9892 -2.8659 3.3711
H 5.5977 -2.2031 2.5292
H 4.4439 -3.4428 3.0750
H 4.9408 -2.1557 4.1631
H 4.0445 -5.3524 0.0127
H 4.3416 -6.1269 -1.5504
H 2.7580 -5.4170 -1.1968
H 6.1266 -3.8788 -0.4389
H 6.1448 -2.8312 -1.8625
H 6.3334 -4.5784 -2.0451
H 2.9210 -4.1107 -3.3351
H 4.5288 -4.7660 -3.6329
H 4.2981 -3.0178 -3.6140
S 0.7192 2.9106 2.7536
C -0.8128 3.2032 3.5695
C -1.1067 4.4899 4.0162
C -2.2629 4.7272 4.7347
C -3.1374 3.6794 5.0065
C -2.8611 2.4054 4.5485
C -1.6985 2.1513 3.8228
S -1.3331 0.5152 3.2925
H -0.4133 5.2916 3.7954
H -2.4742 5.7260 5.0917
H -4.0448 3.8573 5.5679
H -3.5390 1.5845 4.7466
I 1.5553 1.4242 5.6614
I 1.9858 -0.3319 7.6277
Br -0.5833 -5.7053 -1.0331
C -0.8689 -4.0186 -0.2404
C -1.6313 -3.0620 -0.8942
C -1.7386 -1.8118 -0.3120
N -1.1438 -1.4839 0.8394
C -0.4794 -2.4421 1.4880
C -0.3099 -3.7223 0.9919
H -2.1141 -3.2766 -1.8368
H -2.3351 -1.0379 -0.7853
H -0.0665 -2.1715 2.4517
H 0.2573 -4.4578 1.5440
*
```

Largest force on an atom, hartree/bohr: 0.05598
Highest occupied orbital energy, eV: -10.49
Frontier orbital gap, Eh: 0.2479

***

Entry 5:
The following is a quantum chemistry calculation of a cluster of 2 separate species, C10H16 in total at a distorted geometry, from the Open Molecules 2025 dataset.

Structure (ORCA input):
```
! wB97M-V def2-TZVPD RIJCOSX def2/J DEFGRID3
* xyz 0 1
C -1.1631 -1.0397 -0.8696
C -0.1186 -0.0328 -0.3469
C -0.7605 1.1057 0.4367
C -0.4344 1.2966 1.7846
C -1.1132 2.2339 2.5492
C -1.9383 3.1605 1.9110
C -2.2001 3.0466 0.5541
C -1.6754 1.9536 -0.1593
H -2.1793 -0.6849 -0.6843
H -1.0449 -2.0226 -0.4242
H -1.1087 -1.1377 -1.9550
H 0.5579 -0.5655 0.3182
H 0.4730 0.4579 -1.1156
H 0.3269 0.6739 2.2390
H -1.1092 2.2506 3.6313
H -2.4071 3.9584 2.4672
H -2.6720 3.8412 -0.0107
H -2.0049 1.8778 -1.1960
C 2.3691 -2.3257 -1.8472
C 2.8000 -2.7511 -0.4370
H 3.1999 -2.2849 -2.5464
H 1.6127 -3.0479 -2.1701
H 1.8298 -1.3787 -1.8815
H 3.0463 -3.8158 -0.4527
H 3.6975 -2.2335 -0.0874
H 2.0165 -2.5360 0.2927
*
```

Largest force on an atom, hartree/bohr: 0.02523
Highest occupied orbital energy, eV: -9.02
Frontier orbital gap, Eh: 0.3690
Relative energy (zero: lowest compared OMol25 entry of this formula, charge and spin), eV: 0.5600

***

Entry 6:
The following is a quantum chemistry calculation of a structure of composition C5H8O at a distorted geometry, from the Open Molecules 2025 dataset.

Structure (ORCA input):
```
! wB97M-V def2-TZVPD RIJCOSX def2/J DEFGRID3
* xyz 0 1
C 0.5360 -0.0122 1.1254
C 0.8163 0.1312 -0.3634
C 0.0854 -1.2047 -0.3341
C -1.2471 -0.3628 0.4219
O -1.3171 0.9565 -0.0179
C -0.2139 1.1155 -0.9017
H 1.2708 -0.6527 1.6429
H 0.1127 0.7766 1.6923
H 1.8340 0.2670 -0.7637
H 0.7757 -1.9572 0.1328
H -0.3702 -1.6526 -1.1834
H -1.8539 -0.4166 1.3355
H 0.1040 2.1580 -0.8669
H -0.5329 0.8538 -1.9196
*
```

Largest force on an atom, hartree/bohr: 0.09722
Highest occupied orbital energy, eV: -7.46
Frontier orbital gap, Eh: 0.3137
Relative energy (zero: lowest compared OMol25 entry of this formula, charge and spin), eV: 5.4034

***

no.,total energy (Ha)
1,-2550.93989
2,-3230.96716
3,-1941.47185
4,-6089.47065
5,-390.61530
6,-270.35932